Density functional theory data (ωB97M-V/def2-TZVPD) for C3H3N3O2 in the gas phase in a non-equilibrium geometry.

```
11
Properties=species:S:1:pos:R:3
O -0.306 2.140 -0.331
O 1.983 -0.388 0.446
N -2.610 -0.221 0.370
N 0.150 -1.961 -0.650
N 0.720 0.098 0.241
C -0.144 -0.812 -0.191
C -1.483 -0.366 0.262
C 0.637 1.421 -0.242
H 1.117 -2.120 -0.773
H 1.665 1.824 -0.295
H 1.927 -0.594 1.444
```

Values from the calculation:
ΔE to the lowest compared entry with this formula, charge and spin = 107.1 kcal per mole
Structure (SMILES) = [H]/N=C(/C#N)N(O)C=O
HOMO energy = -10.67 eV
E_tot = -430.7503 Ha
Frontier orbital gap = 10.52 eV
F_max = 3.375 eV/A

Löwdin atomic charges, in units of e: atom 1 (O): 0.11, atom 2 (O): 0.02, atom 3 (N): 0.20, atom 4 (N): 0.21, atom 5 (N): -0.14, atom 6 (C): -0.40, atom 7 (C): -0.12, atom 8 (C): -0.25, atom 9 (H): 0.05, atom 10 (H): 0.15, atom 11 (H): 0.18

Density functional theory data (ωB97M-V/def2-TZVPD) for C2H2F3OP in the gas phase in a non-equilibrium geometry.

```
9
Properties=species:S:1:pos:R:3
P 1.285 0.045 0.281
F -1.320 1.814 -0.568
F -2.497 0.049 -0.849
F -1.754 0.552 1.218
O 2.001 -1.284 -0.089
C -1.432 0.529 -0.139
C -0.170 -0.455 -0.321
H 2.237 0.831 1.057
H 1.650 -2.080 -0.592
```

Values from the calculation:
ΔE to the lowest compared entry with this formula, charge and spin = 83.9 kcal per mole
Structure (SMILES) = O[PH]#CC(F)(F)F
HOMO energy = -9.55 eV
E_tot = -793.4562 Ha
Frontier orbital gap = 8.97 eV
F_max = 5.153 eV/A

Löwdin atomic charges, in units of e: atom 1 (P): 0.82, atom 2 (F): 0.08, atom 3 (F): 0.07, atom 4 (F): 0.04, atom 5 (O): -0.38, atom 6 (C): -0.66, atom 7 (C): -0.13, atom 8 (H): 0.03, atom 9 (H): 0.12

The highest ΔE to the lowest compared entry with this formula, charge and spin belongs to which entry?
C3H3N3O2

Which value of HOMO energy does entry 1 give?
-10.67 eV

Among the records above, which one has the lowest HOMO energy?
C3H3N3O2